Below is a cluster of 7 separate species, C44H43FIN10O17P2 in total, with properties calculated with ωB97M-V with the def2-TZVPD basis set.

XYZ file:
```
118
Properties=species:S:1:pos:R:3:lowdin_charge:R:1
O 2.225 -3.973 0.778 -0.318
P 1.643 -4.194 2.230 0.772
O 1.011 -5.846 2.390 -0.168
O 3.048 -4.157 3.317 -0.188
N 0.530 -2.949 2.817 -0.263
O 0.932 -2.330 3.934 -0.048
C 0.004 -2.025 1.754 -0.161
N -1.375 -2.111 1.513 -0.119
P -2.477 -3.241 2.357 0.527
O -3.637 -2.255 3.207 -0.408
I -3.821 -4.442 0.623 0.420
N 0.739 -0.983 0.962 -0.032
C 2.113 -0.657 1.466 -0.116
C 1.957 0.598 2.561 -0.086
F 3.123 1.499 2.380 -0.127
C 0.656 -1.168 -0.531 -0.120
C 0.190 -2.586 -1.289 0.040
C 0.168 -2.412 -2.923 -0.016
C 0.579 -1.075 -3.755 -0.058
N 0.986 0.158 -3.026 0.004
C 0.986 0.071 -1.538 -0.041
H 0.021 -5.819 2.543 0.080
H 3.684 -3.435 2.978 0.106
H 0.522 -2.799 4.722 0.167
H -1.812 -1.476 0.783 0.136
H -3.184 -1.599 3.826 0.083
H 2.668 -1.505 2.048 0.113
H 2.793 -0.279 0.589 0.156
H 0.998 1.222 2.292 0.135
H 1.890 0.182 3.676 0.132
H -0.096 -3.543 -0.682 0.082
H -0.179 -3.353 -3.564 0.081
H 0.533 -1.027 -4.946 0.131
H 1.280 1.088 -0.982 0.127
C -9.004 0.810 2.154 -0.051
C -8.532 -0.376 1.589 -0.058
C -7.162 -0.566 1.400 0.000
C -6.268 0.442 1.788 -0.143
C -6.739 1.637 2.348 0.007
C -8.112 1.816 2.529 -0.054
N -4.825 0.239 1.616 -0.317
O -4.449 -0.824 1.099 -0.033
O -4.065 1.139 2.001 0.058
H -10.073 0.950 2.304 0.116
H -9.234 -1.155 1.298 0.112
H -6.811 -1.496 0.959 0.114
H -6.057 2.429 2.649 0.119
H -8.487 2.739 2.966 0.105
C 5.623 4.920 1.003 -0.056
C 4.444 4.291 1.405 -0.073
C 3.218 4.698 0.874 -0.011
C 3.186 5.737 -0.066 -0.146
C 4.368 6.376 -0.465 0.011
C 5.587 5.962 0.075 -0.062
N 1.903 6.152 -0.647 -0.328
O 0.878 5.576 -0.254 0.045
O 1.919 7.052 -1.499 0.066
H 6.577 4.595 1.416 0.112
H 4.480 3.481 2.130 0.089
H 2.308 4.197 1.197 0.106
H 4.356 7.187 -1.190 0.121
H 6.510 6.449 -0.230 0.079
C -4.712 -1.169 -5.774 -0.064
C -4.102 -1.557 -4.580 -0.065
C -3.335 -2.722 -4.532 -0.013
C -3.180 -3.493 -5.693 -0.142
C -3.797 -3.110 -6.891 0.008
C -4.564 -1.944 -6.926 -0.056
N -2.354 -4.706 -5.655 -0.308
O -1.840 -5.021 -4.572 0.021
O -2.214 -5.342 -6.710 0.085
H -5.304 -0.257 -5.808 0.112
H -4.222 -0.949 -3.686 0.108
H -2.866 -3.011 -3.594 0.102
H -3.690 -3.701 -7.798 0.123
H -5.045 -1.637 -7.852 0.114
C 0.100 -6.777 -2.667 -0.078
C 0.709 -7.165 -1.473 -0.070
C 1.477 -8.330 -1.425 0.002
C 1.631 -9.101 -2.586 -0.139
C 1.014 -8.718 -3.784 0.009
C 0.247 -7.552 -3.819 -0.056
N 2.458 -10.313 -2.549 -0.325
O 2.971 -10.629 -1.465 0.062
O 2.597 -10.950 -3.603 0.068
H -0.493 -5.864 -2.701 0.075
H 0.589 -6.556 -0.579 0.085
H 1.945 -8.619 -0.487 0.118
H 1.122 -9.309 -4.691 0.122
H -0.234 -7.244 -4.745 0.100
C -3.813 1.774 7.616 -0.079
C -4.993 1.145 8.018 -0.068
C -6.219 1.552 7.487 0.003
C -6.251 2.592 6.547 -0.142
C -5.069 3.230 6.148 -0.001
C -3.850 2.816 6.688 -0.069
N -7.533 3.007 5.966 -0.319
O -8.559 2.430 6.359 0.070
O -7.517 3.906 5.114 0.049
H -2.860 1.450 8.029 0.106
H -4.957 0.335 8.743 0.110
H -7.129 1.052 7.810 0.121
H -5.080 4.041 5.423 0.121
H -2.926 3.303 6.383 0.109
C 10.875 8.945 -3.732 -0.067
C 10.445 8.971 -2.404 -0.064
C 9.675 7.923 -1.898 0.000
C 9.342 6.846 -2.732 -0.140
C 9.766 6.822 -4.068 0.002
C 10.534 7.877 -4.564 -0.062
N 8.554 5.729 -2.198 -0.302
O 8.182 5.797 -1.018 0.021
O 8.309 4.781 -2.958 0.076
H 11.481 9.762 -4.121 0.111
H 10.714 9.807 -1.763 0.111
H 9.348 7.958 -0.861 0.119
H 9.511 5.995 -4.728 0.120
H 10.870 7.866 -5.598 0.111
```

## Properties
* ΔE to the lowest compared entry with this formula, charge and spin: 276.1 kcal/mol
* charge: +1
* E: -4608.27291 Ha
* orbital gap: 5.753 eV
* E_HOMO: -11.15 eV


Below is a cluster of 3 separate species, C44H44B2N3O8S2 in total, with properties calculated with ωB97M-V with the def2-TZVPD basis set.

XYZ file:
```
103
Properties=species:S:1:pos:R:3:lowdin_charge:R:1
C 4.139 -0.531 4.072 0.024
B 3.525 0.152 2.806 -0.422
O 2.542 -0.532 2.146 0.179
C 3.902 1.609 2.235 -0.017
N 2.877 2.482 2.084 0.193
C 3.015 3.713 1.590 -0.165
C 1.749 4.512 1.461 -0.089
C 0.983 4.719 2.813 -0.198
C -0.419 4.096 2.699 -0.504
S -1.758 5.109 3.437 0.872
C -3.113 4.582 2.325 -1.076
S -3.147 5.225 0.835 0.735
N -3.977 3.641 2.860 -0.148
C -3.154 2.433 3.202 -0.161
C -3.935 1.135 3.070 -0.180
O -4.380 0.902 1.752 -0.147
C -4.592 2.118 1.026 -0.190
C -5.061 3.257 1.937 -0.167
C 4.258 4.138 1.210 -0.004
B 4.513 5.575 0.561 -0.554
N 3.827 5.896 -0.695 0.171
O 5.328 6.491 1.142 0.189
C 5.331 3.291 1.353 0.093
C 5.149 2.007 1.871 -0.143
C 6.359 1.111 1.978 -0.090
C 6.603 0.417 0.622 -0.181
O 5.966 -0.874 0.654 -0.074
H 4.120 -1.612 3.906 0.086
H 3.528 -0.348 4.964 0.084
H 5.162 -0.242 4.309 0.059
H 2.276 -0.028 1.365 0.108
H 1.946 2.172 2.348 0.181
H 1.134 3.971 0.733 0.134
H 1.916 5.499 1.033 0.119
H 1.540 4.302 3.653 0.116
H 0.865 5.789 2.985 0.105
H -0.461 3.119 3.194 0.062
H -0.723 3.928 1.664 0.047
H -2.727 2.561 4.196 0.119
H -2.353 2.385 2.455 0.100
H -3.289 0.339 3.447 0.132
H -4.813 1.186 3.731 0.131
H -3.665 2.375 0.505 0.083
H -5.344 1.919 0.261 0.139
H -5.505 4.089 1.401 0.103
H -5.862 2.832 2.554 0.132
H 3.099 5.210 -0.877 0.067
H 4.448 5.795 -1.498 0.096
H 5.718 7.034 0.441 0.125
H 6.339 3.576 1.072 0.151
H 6.302 0.381 2.777 0.105
H 7.210 1.761 2.212 0.129
H 6.145 0.968 -0.206 0.128
H 7.661 0.300 0.385 0.127
H 5.143 -0.783 0.162 0.060
C -3.583 -1.229 -0.228 -0.050
C -3.169 0.000 -0.730 -0.079
C -3.465 0.351 -2.036 0.004
C -4.164 -0.531 -2.852 -0.078
C -4.551 -1.776 -2.356 -0.096
C -4.270 -2.114 -1.037 -0.007
C -5.249 -2.761 -3.229 -0.289
O -5.584 -3.844 -2.794 0.104
C -5.513 -2.389 -4.645 -0.084
C -6.113 -3.313 -5.491 0.002
C -6.377 -2.975 -6.808 -0.050
C -6.050 -1.709 -7.284 -0.050
C -5.447 -0.786 -6.446 0.001
C -5.168 -1.123 -5.128 -0.084
C -4.488 -0.133 -4.250 -0.277
O -4.196 0.970 -4.662 0.107
H -3.359 -1.498 0.795 0.110
H -2.615 0.680 -0.101 0.093
H -3.148 1.308 -2.429 0.122
H -4.579 -3.074 -0.645 0.125
H -6.370 -4.296 -5.121 0.122
H -6.840 -3.698 -7.467 0.110
H -6.264 -1.445 -8.311 0.110
H -5.189 0.197 -6.817 0.122
C 5.082 -3.682 0.598 -0.052
C 4.951 -4.963 1.126 -0.043
C 3.801 -5.697 0.891 0.007
C 2.769 -5.151 0.136 -0.077
C 2.889 -3.858 -0.374 -0.079
C 4.054 -3.131 -0.150 -0.012
C 1.776 -3.236 -1.145 -0.276
O 1.885 -2.108 -1.588 0.084
C 0.528 -4.022 -1.346 -0.085
C -0.545 -3.443 -2.013 0.005
C -1.709 -4.166 -2.211 -0.046
C -1.806 -5.476 -1.756 -0.036
C -0.740 -6.059 -1.089 0.008
C 0.425 -5.334 -0.873 -0.081
C 1.545 -5.962 -0.122 -0.276
O 1.465 -7.103 0.279 0.117
H 5.987 -3.114 0.775 0.094
H 5.750 -5.388 1.719 0.111
H 3.700 -6.695 1.296 0.124
H 4.151 -2.133 -0.560 0.097
H -0.472 -2.424 -2.370 0.120
H -2.544 -3.707 -2.723 0.095
H -2.717 -6.039 -1.917 0.115
H -0.815 -7.077 -0.730 0.124
```

## Properties
* charge: +1
* E: -3315.27054 Ha
* orbital gap: 6.412 eV
* E_HOMO: -10.57 eV


Below is a structure of composition C44H44BN12O16, with properties calculated with ωB97M-V with the def2-TZVPD basis set.

XYZ file:
```
117
Properties=species:S:1:pos:R:3:lowdin_charge:R:1
O 2.247 -1.323 0.100 -0.053
C 1.055 -1.343 0.075 -0.246
O 0.224 -0.425 0.595 0.095
B -1.174 -0.733 0.177 -0.817
O -1.054 -1.990 -0.663 0.165
C 0.207 -2.361 -0.798 -0.331
O 0.600 -3.255 -1.507 -0.018
O -1.718 0.304 -0.657 0.189
C -2.937 0.529 -0.305 -0.261
O -3.712 1.335 -0.834 0.000
C -3.271 -0.336 0.883 -0.315
O -2.140 -0.829 1.265 0.132
O -4.367 -0.544 1.431 0.157
C -1.425 -3.011 2.891 -0.017
C -2.787 -2.420 3.149 -0.266
N -3.817 -1.910 3.328 0.176
H -1.508 -3.681 2.034 0.069
H -0.971 -3.446 3.781 0.104
H -0.788 -2.248 2.444 0.068
C -2.658 3.369 -0.602 -0.098
C -2.483 4.603 -1.416 -0.215
N -2.358 5.583 -2.099 0.097
H -3.607 3.463 -0.074 0.129
H -1.791 3.182 0.031 -0.074
H -2.587 2.532 -1.296 0.093
C -5.488 1.906 -2.043 -0.075
C -5.236 0.758 -2.885 -0.297
N -5.019 -0.130 -3.548 0.126
H -5.169 2.844 -2.497 0.094
H -4.893 1.704 -1.153 -0.035
H -6.484 1.833 -1.606 0.088
C -2.706 -3.861 0.004 -0.051
C -3.763 -3.363 0.870 -0.232
N -4.653 -3.009 1.552 0.167
H -2.939 -3.942 -1.057 0.104
H -2.450 -4.843 0.401 0.096
H -1.834 -3.211 0.083 0.031
C 2.476 -4.652 -0.873 -0.050
C 2.437 -4.942 -2.294 -0.268
N 2.413 -5.210 -3.444 0.172
H 2.522 -5.564 -0.277 0.103
H 1.606 -4.118 -0.490 0.074
H 3.338 -4.015 -0.678 0.053
C 2.692 0.610 -0.883 -0.063
C 4.085 0.812 -1.086 -0.262
N 5.189 0.936 -1.284 0.189
H 2.172 1.315 -1.531 0.122
H 2.347 0.648 0.151 0.065
H 2.529 -0.375 -1.320 0.048
C -0.604 -2.908 -3.688 -0.055
C -1.819 -2.777 -4.513 -0.239
N -2.794 -2.662 -5.149 0.124
H 0.153 -3.129 -4.439 0.094
H -0.567 -3.660 -2.900 0.080
H -0.272 -1.979 -3.224 0.051
C 3.947 -1.923 -0.257 -0.170
C 4.422 -1.462 1.088 -0.197
N 4.689 -1.137 2.148 0.142
H 3.870 -1.119 -0.989 0.045
H 2.925 -2.296 -0.187 -0.007
H 4.551 -2.774 -0.570 0.084
C 0.073 2.209 -0.175 -0.140
C -0.298 2.280 -1.450 -0.095
C 0.067 3.410 -2.173 0.014
C 0.845 4.391 -1.568 -0.110
C 1.132 4.359 -0.175 0.071
C 0.727 3.218 0.540 -0.074
N 1.234 5.641 -2.285 -0.346
O 1.496 6.674 -1.695 0.064
O 1.274 5.571 -3.500 0.062
H -0.307 1.330 0.325 0.114
H -0.831 1.452 -1.895 0.116
H -0.024 3.405 -3.249 0.126
H 1.714 5.110 0.339 0.120
H 0.910 3.136 1.602 0.032
C 1.887 2.509 2.571 -0.080
C 1.641 1.394 1.849 -0.077
C 1.161 0.245 2.510 0.066
C 0.990 0.252 3.912 -0.073
C 1.218 1.444 4.612 -0.054
C 1.651 2.524 3.977 -0.042
N 0.564 -1.017 4.584 -0.226
O 0.236 -1.974 3.880 -0.029
O 0.329 -0.962 5.850 0.030
H 2.328 3.356 2.066 0.131
H 1.709 1.349 0.772 0.056
H 0.848 -0.575 1.881 0.074
H 1.095 1.539 5.681 0.128
H 1.872 3.399 4.570 0.124
C -1.645 0.503 5.335 -0.081
C -1.383 1.830 5.435 -0.090
C -1.300 2.598 4.271 -0.003
C -1.625 1.975 3.056 -0.036
C -1.841 0.571 2.955 0.050
C -1.925 -0.117 4.130 -0.055
N -1.577 2.836 1.845 -0.203
O -1.389 4.032 1.978 0.136
O -1.781 2.311 0.745 -0.071
H -1.562 -0.011 6.281 0.113
H -1.339 2.257 6.426 0.119
H -1.090 3.655 4.338 0.122
H -2.022 0.055 2.024 -0.047
H -2.156 -1.165 4.005 0.041
C 4.365 -2.086 -3.922 -0.011
C 4.002 -0.985 -4.692 -0.034
C 2.855 -0.282 -4.309 0.020
C 2.057 -0.692 -3.253 -0.148
C 2.366 -1.817 -2.542 -0.059
C 3.528 -2.500 -2.869 -0.071
N 0.766 0.009 -3.023 -0.214
O 0.136 -0.228 -1.982 0.021
O 0.317 0.743 -3.948 0.128
H 5.228 -2.687 -4.166 0.114
H 4.519 -0.704 -5.598 0.110
H 2.615 0.515 -4.997 0.123
H 1.669 -2.188 -1.805 0.064
H 3.817 -3.447 -2.438 0.070
```

## Properties
* charge: -1
* E: -3587.52490 Ha
* orbital gap: 6.587 eV
* E_HOMO: -6.58 eV


Below is a structure of composition C44H45AsAuF12N4O3P, with properties calculated with ωB97M-V with the def2-TZVPD basis set.

XYZ file:
```
111
Properties=species:S:1:pos:R:3:lowdin_charge:R:1
Au -0.046 -0.640 0.408 1.220
C 3.437 -6.615 0.006 -0.052
C 2.491 -5.459 -0.185 -0.268
C 1.177 -5.647 -0.599 -0.035
C 0.329 -4.574 -0.775 -0.013
C 0.756 -3.255 -0.565 -0.218
N -0.142 -2.225 -0.782 -0.081
C -1.220 -2.303 -1.660 -0.252
C -0.972 -2.772 -2.960 -0.027
C -1.969 -2.840 -3.905 -0.029
C -3.263 -2.417 -3.602 -0.261
C -4.363 -2.462 -4.629 -0.049
C -3.505 -1.944 -2.327 0.013
C -2.514 -1.875 -1.342 -0.064
C -2.902 -1.446 0.078 -0.309
O -1.919 -1.032 0.948 -0.290
C -3.511 -2.693 0.789 -0.550
F -4.507 -3.270 0.101 0.159
F -2.560 -3.617 0.962 0.170
F -3.995 -2.371 1.998 0.165
C -3.976 -0.302 0.045 -0.540
F -3.661 0.620 -0.885 0.145
F -5.221 -0.729 -0.226 0.150
F -4.037 0.333 1.218 0.156
C 2.083 -3.048 -0.135 -0.063
C 2.910 -4.158 0.039 0.007
C 2.670 -1.634 0.038 -0.331
O 1.841 -0.573 -0.238 -0.250
C 3.260 -1.441 1.469 -0.540
F 2.249 -1.438 2.366 0.109
F 3.891 -0.266 1.580 0.165
F 4.113 -2.389 1.877 0.154
C 3.823 -1.442 -1.004 -0.540
F 4.165 -0.157 -1.148 0.150
F 3.441 -1.883 -2.211 0.156
F 4.941 -2.108 -0.667 0.157
H 2.939 -7.564 -0.190 0.071
H 3.828 -6.644 1.025 0.079
H 4.292 -6.540 -0.668 0.080
H 0.803 -6.649 -0.774 0.112
H -0.696 -4.740 -1.077 0.117
H 0.037 -3.086 -3.196 0.125
H -1.741 -3.211 -4.898 0.114
H -4.135 -3.179 -5.416 0.074
H -4.504 -1.486 -5.100 0.081
H -5.313 -2.745 -4.174 0.079
H -4.515 -1.638 -2.089 0.120
H 3.934 -4.010 0.350 0.117
C -2.756 4.770 2.153 -0.078
C -2.734 3.916 1.061 -0.065
C -2.002 2.737 1.116 -0.110
C -1.299 2.418 2.267 -0.355
C -1.315 3.276 3.363 -0.102
C -2.046 4.452 3.304 -0.077
As -0.291 0.781 2.388 1.338
C 1.330 1.441 3.200 -0.370
C 2.093 2.294 2.409 -0.109
C 3.284 2.808 2.894 -0.076
C 3.719 2.464 4.168 -0.078
C 2.960 1.610 4.954 -0.074
C 1.763 1.095 4.472 -0.094
C -1.207 -0.242 3.737 -0.357
C -0.644 -1.430 4.199 -0.107
C -1.338 -2.217 5.104 -0.071
C -2.599 -1.831 5.538 -0.077
C -3.167 -0.658 5.063 -0.071
C -2.476 0.135 4.157 -0.092
H -3.326 5.690 2.109 0.103
H -3.286 4.164 0.164 0.103
H -1.960 2.073 0.267 0.052
H -0.757 3.028 4.259 0.110
H -2.060 5.121 4.155 0.104
H 1.751 2.541 1.409 0.088
H 3.880 3.470 2.280 0.100
H 4.651 2.861 4.547 0.104
H 3.301 1.337 5.945 0.105
H 1.172 0.431 5.090 0.098
H 0.326 -1.752 3.846 0.094
H -0.900 -3.142 5.457 0.107
H -3.143 -2.451 6.237 0.104
H -4.158 -0.365 5.383 0.107
H -2.935 1.034 3.769 0.099
C 0.882 0.059 -3.317 -0.098
N 1.513 1.327 -2.986 -0.284
C 2.560 1.701 -3.919 -0.109
P 0.659 2.393 -2.055 0.529
O 0.003 1.713 -0.902 -0.341
N -0.468 3.217 -2.939 -0.306
C -1.890 3.157 -2.657 -0.092
C -0.119 3.863 -4.189 -0.108
N 1.815 3.516 -1.681 -0.301
C 3.054 3.048 -1.071 -0.099
C 1.545 4.930 -1.508 -0.096
H 0.397 0.100 -4.301 0.091
H 0.139 -0.195 -2.570 0.049
H 1.631 -0.734 -3.324 0.078
H 2.184 1.754 -4.948 0.083
H 3.355 0.951 -3.887 0.087
H 2.988 2.664 -3.652 0.066
H -2.069 2.503 -1.811 0.044
H -2.433 2.760 -3.520 0.088
H -2.288 4.153 -2.432 0.083
H 0.962 3.899 -4.314 0.068
H -0.492 4.892 -4.206 0.086
H -0.551 3.333 -5.045 0.087
H 3.064 1.960 -1.006 0.069
H 3.155 3.456 -0.062 0.062
H 3.925 3.371 -1.652 0.088
H 0.521 5.159 -1.792 0.072
H 2.222 5.534 -2.121 0.086
H 1.681 5.224 -0.462 0.083
```

## Properties
* ΔE to the lowest compared entry with this formula, charge and spin: 2.9 kcal/mol
* charge: 0
* E: -6059.74188 Ha
* orbital gap: 6.669 eV
* E_HOMO: -7.05 eV